Record 1
The following is a quantum chemistry calculation of a structure of composition C56H45Br2F7N3O3PSbSn, from the Open Molecules 2025 dataset.

The geometry in XYZ format:
```
119
Properties=species:S:1:pos:R:3
Sn -0.04 0.43 -0.95
C 4.21 2.75 5.36
C 2.72 3.11 5.31
C 1.97 2.26 6.33
C 2.55 4.59 5.70
C 2.19 2.94 3.91
C 0.96 2.32 3.67
C 0.52 2.20 2.38
Br -1.14 1.36 2.03
C 1.27 2.61 1.23
O 0.80 2.39 0.07
C 2.51 3.30 1.49
C 2.90 3.43 2.81
C 3.35 3.97 0.43
C 4.84 3.60 0.60
C 3.19 5.50 0.61
C 2.98 3.63 -1.01
H 4.54 2.75 6.39
H 4.82 3.46 4.81
H 4.37 1.76 4.94
H 2.45 2.36 7.30
H 1.99 1.21 6.05
H 0.94 2.58 6.44
H 2.93 4.73 6.71
H 1.51 4.88 5.68
H 3.11 5.24 5.03
H 0.35 1.95 4.48
H 3.82 3.95 3.01
H 5.26 3.97 1.53
H 5.40 4.03 -0.22
H 4.96 2.52 0.57
H 3.47 5.82 1.61
H 2.16 5.79 0.43
H 3.83 6.01 -0.10
H 3.13 2.57 -1.21
H 3.63 4.20 -1.68
H 1.95 3.90 -1.24
F -5.30 6.07 -1.02
C -4.88 4.82 -1.17
C -5.68 3.75 -0.75
F -6.89 3.98 -0.25
C -5.21 2.45 -0.86
F -6.02 1.46 -0.48
C -3.93 2.17 -1.34
P -3.16 0.49 -1.33
C -3.87 -0.30 0.14
C -3.94 -1.70 0.13
C -4.44 -2.38 1.22
C -4.87 -1.68 2.34
C -4.74 -0.30 2.38
C -4.23 0.39 1.30
C -4.08 -0.27 -2.72
C -5.40 -0.71 -2.59
C -6.04 -1.25 -3.70
C -5.38 -1.36 -4.91
C -4.07 -0.93 -5.03
C -3.42 -0.39 -3.93
C -3.19 3.24 -1.83
Br -1.53 2.95 -2.69
C -3.65 4.55 -1.75
F -2.90 5.55 -2.20
H -3.62 -2.24 -0.75
H -4.52 -3.46 1.20
H -5.31 -2.20 3.17
H -5.05 0.25 3.26
H -4.12 1.46 1.35
H -5.91 -0.64 -1.65
H -7.06 -1.58 -3.61
H -5.89 -1.77 -5.76
H -3.55 -1.01 -5.97
H -2.40 -0.05 -4.02
N 0.11 -0.24 -3.21
C 0.26 0.18 -4.29
C 0.32 0.64 -5.56
C 1.51 0.56 -6.30
N 2.49 0.47 -6.90
C -0.86 1.17 -6.11
N -1.84 1.58 -6.52
C -0.98 -7.96 -1.53
C -0.82 -7.20 -2.68
C -0.59 -5.84 -2.59
C -0.53 -5.24 -1.34
C -0.70 -5.99 -0.19
C -0.91 -7.35 -0.29
Sb -0.03 -3.13 -1.18
C 1.80 -3.13 -2.33
C 1.70 -2.99 -3.71
C 2.85 -2.87 -4.47
C 4.09 -2.88 -3.86
C 4.18 -3.06 -2.49
C 3.03 -3.18 -1.72
C 0.28 -3.09 0.95
C -0.55 -2.29 1.71
C -0.37 -2.22 3.08
C 0.64 -2.95 3.67
C 1.45 -3.78 2.91
C 1.27 -3.85 1.54
H -1.18 -9.01 -1.61
H -0.86 -7.67 -3.65
H -0.46 -5.25 -3.49
H -0.65 -5.52 0.78
H -1.04 -7.94 0.61
H 0.73 -2.96 -4.19
H 2.77 -2.73 -5.54
H 4.98 -2.74 -4.45
H 5.15 -3.10 -2.00
H 3.11 -3.28 -0.65
H -1.35 -1.73 1.23
H -1.02 -1.59 3.67
H 0.79 -2.89 4.74
H 2.21 -4.37 3.39
H 1.90 -4.49 0.94
F 4.11 0.29 1.99
C 3.19 -0.57 1.57
F 3.62 -1.81 1.84
F 2.10 -0.37 2.34
C 2.78 -0.38 0.07
O 3.43 0.30 -0.67
O 1.69 -0.98 -0.17
```

Calculated values
Total charge: +1
Gap between HOMO and LUMO (spin up / spin down) in Ha: 0.13918 / 0.19529
Largest force on an atom in hartree/bohr: 0.03378
Calculated total energy in hartree: -9193.6035
LUMO energy (spin up / spin down) in eV: -6.536 / -5.264
HOMO level (spin up / spin down) in eV: -10.324 / -10.579


Record 2
The following is a quantum chemistry calculation of a structure of composition C56H48AsCuNP2S, from the Open Molecules 2025 dataset.

The geometry in XYZ format:
```
110
Properties=species:S:1:pos:R:3
Cu 1.07 0.09 0.16
C -1.99 -0.43 1.14
C -2.21 -0.85 -0.34
P -1.49 -2.54 -0.47
C -0.99 -2.93 -2.15
C -1.20 -2.07 -3.22
C -0.80 -2.46 -4.49
C -0.18 -3.69 -4.68
C 0.04 -4.54 -3.61
C -0.36 -4.16 -2.34
C -2.83 -3.71 -0.11
C -3.86 -3.85 -1.04
C -4.91 -4.72 -0.79
C -4.92 -5.47 0.39
C -3.89 -5.35 1.31
C -2.85 -4.47 1.06
P -1.03 -1.80 1.91
C 0.77 -1.44 1.97
C 1.31 -0.92 3.16
C 2.68 -0.86 3.34
C 3.55 -1.32 2.35
C 3.04 -1.84 1.17
C 1.65 -1.90 0.98
C -1.50 -2.01 3.63
C -2.40 -1.16 4.28
C -2.74 -1.40 5.60
C -2.20 -2.49 6.27
C -1.32 -3.34 5.62
C -0.97 -3.11 4.31
H -2.94 -0.32 1.66
H -1.44 0.51 1.23
H -1.75 -0.16 -1.04
H -3.27 -0.92 -0.57
H -1.69 -1.11 -3.09
H -0.98 -1.81 -5.33
H 0.13 -3.98 -5.68
H 0.51 -5.50 -3.76
H -0.21 -4.84 -1.50
H -3.84 -3.29 -1.97
H -5.71 -4.83 -1.51
H -5.74 -6.15 0.58
H -3.90 -5.94 2.21
H -2.04 -4.39 1.78
H 0.66 -0.57 3.94
H 3.08 -0.46 4.26
H 4.62 -1.28 2.51
H 3.70 -2.22 0.41
H 1.27 -2.45 0.12
H -2.83 -0.31 3.77
H -3.42 -0.73 6.11
H -2.47 -2.67 7.30
H -0.90 -4.20 6.15
H -0.28 -3.78 3.80
N 1.33 1.70 1.39
S 2.65 2.50 0.98
C 4.03 2.11 2.04
C 5.14 1.56 1.42
C 6.24 1.21 2.20
C 6.20 1.41 3.58
C 5.07 1.96 4.18
C 3.98 2.32 3.41
C 2.43 4.23 1.40
C 1.15 4.69 1.67
C 0.97 6.04 1.95
C 2.06 6.91 1.93
C 3.33 6.43 1.64
C 3.52 5.09 1.37
H 1.12 1.81 2.38
H 5.15 1.40 0.35
H 7.12 0.79 1.74
H 7.06 1.15 4.18
H 5.05 2.12 5.25
H 3.10 2.77 3.87
H 0.31 4.01 1.66
H -0.02 6.42 2.18
H 1.91 7.96 2.15
H 4.17 7.11 1.62
H 4.51 4.71 1.15
C 0.06 0.85 -6.49
C -0.80 1.34 -5.50
C -0.39 1.37 -4.18
C 0.88 0.90 -3.84
C 1.73 0.40 -4.81
C 1.31 0.38 -6.14
As 1.46 1.07 -1.98
C 3.38 1.05 -2.20
C 4.22 -0.05 -2.20
C 5.59 0.14 -2.35
C 6.10 1.42 -2.48
C 5.25 2.53 -2.46
C 3.88 2.35 -2.32
C 2.87 3.43 -2.22
C 3.12 4.79 -2.35
C 2.08 5.70 -2.19
C 0.80 5.26 -1.89
C 0.53 3.90 -1.77
C 1.57 3.00 -1.94
H -0.26 0.84 -7.52
H -1.78 1.72 -5.77
H -1.05 1.78 -3.42
H 2.72 0.04 -4.56
H 1.98 0.00 -6.90
H 3.81 -1.05 -2.10
H 6.26 -0.71 -2.37
H 7.16 1.57 -2.59
H 5.67 3.52 -2.56
H 4.11 5.15 -2.57
H 2.28 6.76 -2.29
H 0.00 5.98 -1.76
H -0.47 3.57 -1.53
```

Calculated values
Total charge: +2
⟨S²⟩: 0.76
Gap between HOMO and LUMO (spin up / spin down) in Ha: 0.27198 / 0.23206
Largest force on an atom in hartree/bohr: 0.01015
Calculated total energy in hartree: -7174.1650
LUMO energy (spin up / spin down) in eV: -4.672 / -6.476
Spin multiplicity: 2
HOMO level (spin up / spin down) in eV: -12.073 / -12.790


Record 3
The following is a quantum chemistry calculation of a structure of composition C56H48AsInN3OPSSi, from the Open Molecules 2025 dataset.

The geometry in XYZ format:
```
113
Properties=species:S:1:pos:R:3
In 0.16 0.04 -2.35
N -4.50 -0.23 -2.98
C -5.02 -1.41 -3.54
C -6.39 -1.61 -3.57
C -6.90 -2.77 -4.14
C -6.05 -3.73 -4.67
C -4.67 -3.53 -4.64
C -4.16 -2.37 -4.08
S -2.41 -2.14 -4.03
N -2.24 -0.71 -3.20
C -3.19 0.05 -2.80
C -2.83 1.33 -2.15
C -3.77 2.24 -1.70
C -3.35 3.44 -1.12
C -1.99 3.69 -1.04
C -1.11 2.74 -1.51
N -1.52 1.58 -2.03
H -5.18 0.44 -2.65
H -7.05 -0.87 -3.15
H -7.97 -2.93 -4.16
H -6.45 -4.62 -5.12
H -4.00 -4.26 -5.06
H -4.83 2.06 -1.78
H -4.08 4.15 -0.77
H -1.60 4.60 -0.61
H -0.05 2.91 -1.46
O 1.73 0.88 -1.38
Si 2.62 2.21 -1.15
C 4.23 1.70 -0.34
C 4.77 2.42 0.72
C 5.93 2.01 1.35
C 6.57 0.85 0.93
C 6.04 0.11 -0.13
C 4.88 0.54 -0.75
C 2.83 3.08 -2.79
C 1.85 3.09 -3.76
C 2.00 3.80 -4.94
C 3.17 4.53 -5.16
C 4.17 4.53 -4.20
C 4.00 3.81 -3.03
C 1.65 3.34 0.02
C 1.79 4.73 -0.02
C 1.06 5.55 0.83
C 0.16 5.00 1.73
C 0.00 3.62 1.79
C 0.74 2.81 0.95
H 4.28 3.33 1.06
H 6.34 2.58 2.17
H 7.47 0.52 1.42
H 6.54 -0.79 -0.46
H 4.49 -0.04 -1.58
H 0.92 2.53 -3.62
H 1.22 3.79 -5.69
H 3.29 5.08 -6.08
H 5.08 5.09 -4.37
H 4.80 3.81 -2.29
H 2.47 5.18 -0.73
H 1.19 6.62 0.78
H -0.40 5.64 2.39
H -0.69 3.19 2.50
H 0.60 1.73 1.00
C 0.16 -1.01 1.48
C 1.65 -0.82 1.66
As 2.26 -0.70 3.57
C 0.79 0.42 4.26
C -0.45 -0.06 4.68
C -1.41 0.81 5.16
C -1.15 2.17 5.23
C 0.08 2.66 4.82
C 1.04 1.78 4.34
C 1.62 -2.45 4.19
C 1.38 -2.62 5.55
C 1.00 -3.85 6.06
C 0.87 -4.94 5.22
C 1.13 -4.79 3.86
C 1.51 -3.56 3.36
P -0.30 -1.40 -0.25
C 0.62 -2.91 -0.62
C 0.30 -4.12 0.00
C 1.04 -5.26 -0.28
C 2.12 -5.19 -1.15
C 2.47 -3.99 -1.73
C 1.72 -2.85 -1.46
C -2.05 -1.85 -0.23
C -2.57 -3.02 -0.77
C -3.93 -3.28 -0.70
C -4.78 -2.38 -0.07
C -4.27 -1.20 0.45
C -2.92 -0.93 0.37
H -0.40 -0.13 1.82
H -0.23 -1.87 2.04
H 2.00 0.08 1.17
H 2.21 -1.65 1.23
H -0.66 -1.13 4.64
H -2.37 0.42 5.49
H -1.90 2.84 5.63
H 0.30 3.71 4.90
H 2.01 2.17 4.05
H 1.49 -1.78 6.23
H 0.82 -3.96 7.12
H 0.58 -5.90 5.61
H 1.06 -5.65 3.20
H 1.74 -3.48 2.30
H -0.53 -4.18 0.70
H 0.78 -6.20 0.19
H 2.69 -6.08 -1.36
H 3.33 -3.92 -2.38
H 2.07 -1.90 -1.87
H -1.92 -3.73 -1.25
H -4.31 -4.20 -1.10
H -5.83 -2.61 0.02
H -4.93 -0.50 0.95
H -2.54 -0.01 0.80
```

Calculated values
Total charge: +2
Gap between HOMO and LUMO in Ha: 0.15821
Largest force on an atom in hartree/bohr: 0.04897
Calculated total energy in hartree: -5856.8011
LUMO energy in eV: -8.012
HOMO level in eV: -12.317


Record 4
The following is a quantum chemistry calculation of a structure of composition C56H48IrP3SiTe, from the Open Molecules 2025 dataset.

The geometry in XYZ format:
```
110
Properties=species:S:1:pos:R:3
Ir -0.14 0.53 -0.20
C 1.08 -1.46 5.77
C 1.49 -0.14 5.61
C 1.04 0.61 4.54
C 0.13 0.05 3.64
C -0.26 -1.29 3.79
C 0.20 -2.03 4.86
P -0.53 0.98 2.24
C -0.08 2.70 2.56
C -0.91 3.56 3.28
C -0.48 4.83 3.58
C 0.77 5.27 3.16
C 1.59 4.43 2.43
C 1.17 3.15 2.13
C -2.35 0.96 2.42
C -2.94 0.70 3.65
C -4.31 0.78 3.80
C -5.11 1.10 2.71
C -4.53 1.35 1.48
C -3.15 1.28 1.31
Si -2.31 1.63 -0.37
C 0.91 2.20 -1.05
C 0.61 3.52 -1.37
C 1.64 4.41 -1.64
C 2.96 3.99 -1.60
C 3.28 2.68 -1.30
C 2.25 1.79 -1.03
P 2.33 -0.02 -0.74
C 3.67 -0.52 -1.88
C 3.38 -1.03 -3.14
C 4.41 -1.27 -4.04
C 5.72 -1.00 -3.68
C 6.00 -0.48 -2.42
C 4.99 -0.26 -1.51
C 2.96 -0.38 0.92
C 3.70 0.52 1.68
C 4.20 0.12 2.91
C 3.92 -1.15 3.40
C 3.17 -2.04 2.65
C 2.69 -1.66 1.41
C -3.29 0.67 -1.71
C -4.34 1.19 -2.45
C -5.03 0.39 -3.35
C -4.65 -0.93 -3.54
C -3.58 -1.46 -2.83
C -2.90 -0.66 -1.92
P -1.56 -1.34 -0.89
C -2.41 -2.26 0.41
C -3.79 -2.13 0.62
C -4.42 -2.95 1.54
C -3.69 -3.89 2.26
C -2.31 -3.97 2.11
C -1.67 -3.15 1.19
C -0.81 -2.59 -1.98
C -0.14 -2.08 -3.09
C 0.37 -2.93 -4.05
C 0.22 -4.31 -3.90
C -0.42 -4.81 -2.78
C -0.94 -3.96 -1.82
H 1.43 -2.03 6.62
H 2.16 0.30 6.33
H 1.36 1.64 4.43
H -0.96 -1.72 3.09
H -0.11 -3.05 4.98
H -1.88 3.21 3.62
H -1.11 5.49 4.16
H 1.10 6.27 3.40
H 2.56 4.78 2.10
H 1.80 2.47 1.57
H -2.32 0.45 4.50
H -4.76 0.61 4.77
H -6.18 1.15 2.82
H -5.16 1.60 0.64
H -0.42 3.88 -1.39
H 1.41 5.44 -1.88
H 3.75 4.69 -1.80
H 4.31 2.35 -1.26
H 2.36 -1.26 -3.41
H 4.19 -1.68 -5.01
H 6.53 -1.20 -4.37
H 7.02 -0.26 -2.14
H 5.22 0.10 -0.52
H 3.92 1.50 1.30
H 4.80 0.80 3.49
H 4.30 -1.45 4.37
H 2.97 -3.03 3.03
H 2.11 -2.35 0.81
H -4.64 2.22 -2.31
H -5.85 0.80 -3.91
H -5.18 -1.55 -4.24
H -3.28 -2.49 -2.97
H -4.36 -1.41 0.05
H -5.48 -2.87 1.68
H -4.19 -4.55 2.94
H -1.75 -4.68 2.69
H -0.60 -3.21 1.06
H -0.04 -1.00 -3.18
H 0.89 -2.55 -4.92
H 0.62 -4.97 -4.65
H -0.54 -5.88 -2.67
H -1.45 -4.37 -0.96
C 1.12 1.77 -4.81
Te -0.79 1.57 -3.83
C -1.64 0.58 -5.55
H 1.01 2.36 -5.72
H 1.51 0.79 -5.06
H 1.80 2.28 -4.13
H -0.89 -0.05 -6.02
H -1.97 1.34 -6.25
H -2.50 -0.02 -5.24
```

Calculated values
Total charge: +3
⟨S²⟩: 1.20
Gap between HOMO and LUMO (spin up / spin down) in Ha: 0.19498 / 0.15682
Largest force on an atom in hartree/bohr: 0.08856
Calculated total energy in hartree: -3847.7461
LUMO energy (spin up / spin down) in eV: -10.092 / -10.723
Spin multiplicity: 2
HOMO level (spin up / spin down) in eV: -15.397 / -14.991


Q: Among the records above, which one has the highest calculated total energy?
A: C56H48IrP3SiTe


Q: Among the records above, which one has the highest largest force on an atom?
A: C56H48IrP3SiTe


Q: Which value of calculated total energy does entry 2 give?
A: -7174.1650 hartree